ORCA calculation (ωB97M-V/def2-TZVPD) on C3H8FNS in the gas phase at a distorted geometry.

Computed properties:
LUMO = 0.89 eV
Relative energy (zero: lowest compared OMol25 entry of this formula, charge and spin) = 19.0 kcal per mole
2S+1 = 1
HOMO level = -9.17 eV
Total energy = -18282.57455 eV

Last columns: bonded neighbours and bond lengths (Å).
CARTESIAN COORDINATES (ANGSTROEM)
1 N 2.27 -0.08 -0.37  C2 1.454, H7 1.011, H8 0.932
2 C 0.98 -0.42 0.22  N1 1.454, C3 1.566, H9 1.109, H10 1.085
3 C -0.32 0.20 -0.39  C2 1.566, S4 1.767, C5 1.577, H11 1.084
4 S -0.40 1.93 -0.04  C3 1.767, H12 1.365
5 C -1.53 -0.57 0.27  C3 1.577, F6 1.410, H13 1.106, H14 1.091
6 F -2.67 -0.19 -0.46  C5 1.410
7 H 2.21 0.00 -1.37  N1 1.011
8 H 2.54 0.64 0.16  N1 0.932
9 H 0.80 -1.49 0.41  C2 1.109
10 H 1.12 0.00 1.21  C2 1.085
11 H -0.37 -0.13 -1.42  C3 1.084
12 H -1.72 1.93 0.31  S4 1.365
13 H -1.32 -1.65 0.19  C5 1.106
14 H -1.59 -0.17 1.28  C5 1.091

Charges per atom according to natural (NBO) partitioning, unit e: number 1, N, carries -0.820; number 2, C, carries -0.221; number 3, C, carries -0.412; number 4, S, carries -0.020; number 5, C, carries 0.054; number 6, F, carries -0.373; number 7, H, carries 0.362; number 8, H, carries 0.361; number 9, H, carries 0.175; number 10, H, carries 0.190; number 11, H, carries 0.212; number 12, H, carries 0.141; number 13, H, carries 0.178; number 14, H, carries 0.172